This record from the OMol25 dataset describes 5 unconnected molecules or ions with the total composition C39H43F4N2 at a distorted geometry. The level of theory is ωB97M-V/def2-TZVPD.

XYZ file:
```
88
Properties=species:S:1:pos:R:3:lowdin_charge:R:1
C -4.967 1.856 1.871 -0.07
C -5.517 0.427 1.803 -0.33
C -6.952 0.245 2.262 -0.07
C -4.754 -0.622 1.391 -0.08
C -4.140 -0.760 0.014 -0.19
C -3.403 -2.100 -0.164 -0.18
C -2.273 -2.300 0.867 -0.34
C -0.888 -2.175 0.158 -0.06
C -2.315 -3.717 1.538 -0.15
C -2.683 -3.680 3.045 -0.31
N -1.560 -3.966 3.910 -0.03
C -0.833 -2.901 4.250 -0.39
C 0.584 -2.934 4.276 -0.08
C 1.381 -1.896 4.657 -0.22
N 0.888 -0.713 5.055 -0.02
C -0.443 -0.645 5.020 -0.25
C -1.342 -1.613 4.672 -0.06
H -5.519 2.409 2.633 0.07
H -5.088 2.408 0.928 0.07
H -3.925 1.788 2.171 0.06
H -6.998 -0.425 3.133 0.08
H -7.572 -0.133 1.452 0.07
H -7.333 1.209 2.612 0.06
H -4.559 -1.443 2.091 0.10
H -3.451 0.072 -0.200 0.10
H -4.937 -0.703 -0.734 0.11
H -2.959 -2.093 -1.164 0.10
H -4.167 -2.883 -0.140 0.10
H -2.320 -1.566 1.677 0.12
H -0.137 -2.696 0.751 0.06
H -0.606 -1.123 0.086 0.05
H -0.944 -2.576 -0.857 0.07
H -3.098 -4.275 1.004 0.09
H -1.390 -4.276 1.394 0.08
H -3.217 -2.738 3.259 0.07
H -3.425 -4.481 3.200 0.09
H 1.059 -3.872 3.993 0.08
H 2.462 -2.028 4.664 0.08
H -0.869 0.321 5.314 0.08
H -2.409 -1.436 4.710 0.08
F -1.178 1.048 -0.342 0.06
C -1.011 2.367 -0.540 -0.27
C -0.125 2.790 -1.512 -0.01
C 0.048 4.150 -1.724 -0.08
C -0.658 5.067 -0.956 -0.10
C -1.542 4.623 0.020 -0.08
C -1.725 3.264 0.229 -0.01
H 0.421 2.057 -2.093 0.12
H 0.732 4.492 -2.484 0.08
H -0.519 6.128 -1.120 0.09
H -2.089 5.337 0.621 0.10
H -2.413 2.899 0.978 0.09
F 1.406 5.586 -3.984 0.04
C 2.422 6.449 -3.774 -0.27
C 2.162 7.665 -3.174 -0.02
C 3.214 8.543 -2.957 -0.08
C 4.502 8.198 -3.349 -0.10
C 4.741 6.971 -3.953 -0.07
C 3.694 6.087 -4.164 -0.01
H 1.151 7.916 -2.884 0.12
H 3.029 9.497 -2.482 0.10
H 5.320 8.887 -3.181 0.10
H 5.742 6.701 -4.260 0.11
H 3.858 5.124 -4.622 0.08
F 5.556 3.606 -3.596 0.05
C 5.054 2.429 -4.030 -0.28
C 4.323 2.392 -5.201 -0.03
C 3.814 1.177 -5.639 -0.08
C 4.033 0.023 -4.899 -0.09
C 4.766 0.081 -3.722 -0.08
C 5.287 1.290 -3.285 -0.01
H 4.156 3.301 -5.763 0.10
H 3.245 1.132 -6.558 0.10
H 3.630 -0.921 -5.240 0.10
H 4.933 -0.816 -3.142 0.11
H 5.866 1.355 -2.373 0.12
F 3.093 -6.284 -0.678 0.04
C 2.576 -6.845 0.438 -0.29
C 1.626 -6.154 1.163 -0.01
C 1.095 -6.736 2.305 -0.07
C 1.528 -7.993 2.709 -0.10
C 2.488 -8.671 1.969 -0.10
C 3.015 -8.097 0.820 -0.04
H 1.307 -5.172 0.836 0.11
H 0.343 -6.205 2.880 0.10
H 1.115 -8.442 3.603 0.10
H 2.828 -9.648 2.287 0.10
H 3.758 -8.612 0.225 0.11
```

* charge: -1
* LUMO energy: 0.07564 Eh
* max |F|: 1.9 eV/A
* highest occupied orbital energy: -2.8 eV

=====

This record from the OMol25 dataset describes a molecular structure, C39H44AsNO3PRuS6Se at a distorted geometry. The level of theory is ωB97M-V/def2-TZVPD.

XYZ file:
```
97
Properties=species:S:1:pos:R:3:lowdin_charge:R:1
Ru -0.070 0.866 -0.209 0.20
O -0.893 3.045 1.577 -0.08
N 0.103 2.802 0.663 -0.18
C 1.038 3.657 0.818 -0.09
C 2.206 3.798 -0.058 -0.18
C 2.988 4.935 0.189 -0.05
C 4.099 5.216 -0.581 -0.10
C 4.437 4.354 -1.619 -0.08
C 3.671 3.226 -1.856 -0.09
C 2.543 2.922 -1.088 -0.25
P 1.698 1.301 -1.411 0.90
C 1.385 1.408 -3.211 -0.39
C 0.958 0.247 -3.852 -0.14
C 0.622 0.283 -5.197 -0.12
C 0.692 1.470 -5.908 -0.10
C 1.083 2.636 -5.265 -0.10
C 1.423 2.605 -3.922 -0.11
C 3.288 0.347 -1.346 -0.34
C 3.890 -0.190 -2.478 -0.10
C 5.114 -0.836 -2.389 -0.09
C 5.754 -0.953 -1.164 -0.12
C 5.165 -0.407 -0.031 -0.10
C 3.943 0.245 -0.121 -0.15
H -1.579 2.341 1.408 0.01
H 0.926 4.390 1.611 0.13
H 2.706 5.598 0.999 0.10
H 4.696 6.095 -0.372 0.09
H 5.303 4.552 -2.238 0.10
H 3.954 2.552 -2.653 0.11
H 0.851 -0.672 -3.287 0.07
H 0.247 -0.617 -5.664 0.08
H 0.395 1.495 -6.950 0.09
H 1.101 3.577 -5.802 0.09
H 1.692 3.530 -3.430 0.09
H 3.391 -0.127 -3.435 0.10
H 5.559 -1.261 -3.281 0.09
H 6.705 -1.469 -1.091 0.09
H 5.653 -0.492 0.933 0.09
H 3.476 0.641 0.770 0.00
S -4.599 0.051 -1.398 -0.17
As -2.588 0.019 -2.184 -0.44
S -1.231 -1.185 -0.868 0.03
S -1.545 1.923 -1.827 0.04
S -2.469 -0.745 -4.170 -0.18
O -2.382 1.006 1.201 -0.63
S -3.183 0.319 2.274 0.98
C -3.472 -1.365 1.688 -0.34
C -4.672 -1.950 2.367 -0.27
C -5.951 -1.573 1.956 -0.03
C -7.066 -2.078 2.604 -0.09
C -6.925 -2.960 3.668 -0.12
C -5.658 -3.344 4.079 -0.10
C -4.539 -2.839 3.429 -0.06
C -2.027 -0.105 3.595 -0.30
C -1.771 1.058 4.509 -0.27
C -0.554 1.727 4.487 -0.04
C -0.341 2.810 5.330 -0.08
C -1.337 3.235 6.196 -0.11
C -2.558 2.573 6.219 -0.10
C -2.770 1.492 5.378 -0.06
H -2.570 -1.955 1.849 0.09
H -3.632 -1.212 0.615 -0.02
H -6.039 -0.896 1.113 0.09
H -8.054 -1.783 2.271 0.10
H -7.802 -3.351 4.172 0.09
H -5.536 -4.038 4.902 0.09
H -3.546 -3.149 3.738 0.11
H -1.122 -0.454 3.084 0.00
H -2.502 -0.921 4.146 0.09
H 0.214 1.406 3.792 0.03
H 0.608 3.329 5.296 0.10
H -1.167 4.086 6.846 0.09
H -3.346 2.901 6.886 0.09
H -3.725 0.979 5.386 0.11
C -2.057 -4.745 -1.301 -0.12
C -0.676 -4.837 -0.661 -0.31
C 0.428 -4.324 -1.597 -0.35
S 1.379 -2.936 -0.932 0.79
O 1.977 -2.280 -2.141 -0.53
C 2.789 -3.843 -0.263 -0.35
C 2.484 -4.706 0.954 -0.30
C 1.915 -3.923 2.133 -0.13
H -2.833 -5.114 -0.628 0.07
H -2.099 -5.335 -2.221 0.07
H -2.289 -3.712 -1.562 0.04
H -0.465 -5.872 -0.373 0.09
H -0.671 -4.249 0.262 0.08
H -0.001 -3.878 -2.496 0.09
H 1.137 -5.101 -1.891 0.08
H 3.493 -3.045 -0.013 0.08
H 3.199 -4.423 -1.093 0.09
H 3.414 -5.197 1.260 0.10
H 1.795 -5.509 0.669 0.09
H 2.582 -3.108 2.421 0.06
H 1.770 -4.576 2.996 0.06
H 0.962 -3.450 1.894 0.04
Se 1.087 -0.121 1.664 0.12
```

* charge: -2
* ⟨S²⟩: 0.762
* LUMO energy (spin up / spin down): 0.14837 / 0.14824 Eh
* energy relative to the best compared isomer or geometry (same formula, charge and spin): 0.9494 eV
* max |F|: 1.1 eV/A
* 2S+1: 2
* highest occupied orbital energy (spin up / spin down): -1.3 / -1.2 eV

=====

> The lowest charge belongs to which entry?

C39H44AsNO3PRuS6Se